{"formula": "C5H10O", "method": "the ωB97M-V functional and the def2-TZVPD basis", "largest_force_ev_per_a": 0.33, "total_energy_ha": -271.705182, "de_lowest_kcal_mol": 29.8, "symbols": ["C", "C", "C", "C", "C", "O", "H", "H", "H", "H", "H", "H", "H", "H", "H", "H"], "xyz": [[-1.578, 1.053, 0.013], [-1.362, -0.415, 0.376], [0.097, -0.769, 0.674], [1.004, -0.607, -0.525], [2.114, 0.348, -0.563], [2.349, -1.035, -0.349], [-0.980, 1.345, -0.858], [-1.294, 1.710, 0.844], [-2.629, 1.250, -0.226], [-1.722, -1.052, -0.444], [-1.974, -0.671, 1.250], [0.160, -1.816, 0.998], [0.479, -0.160, 1.505], [0.568, -0.911, -1.482], [2.473, 0.741, -1.515], [2.292, 0.987, 0.303]], "forces_ev_per_angstrom": [[0.01, 0.07, -0.02], [-0.05, -0.05, -0.01], [0.03, -0.03, 0.04], [-0.25, -0.02, 0.00], [0.02, 0.33, -0.05], [0.13, -0.16, 0.03], [-0.08, -0.05, 0.12], [-0.03, -0.10, -0.11], [0.17, -0.02, 0.05], [0.06, 0.09, 0.11], [0.09, 0.04, -0.13], [-0.02, 0.14, -0.07], [-0.05, -0.08, -0.12], [0.08, 0.03, 0.15], [-0.08, -0.08, 0.14], [-0.06, -0.11, -0.13]]}

***

{"formula": "C3H5NO2", "method": "the ωB97M-V functional and the def2-TZVPD basis", "largest_force_ev_per_a": 2.33, "total_energy_ha": -322.405558, "de_lowest_kcal_mol": 105.9, "symbols": ["N", "C", "O", "C", "C", "O", "H", "H", "H", "H", "H"], "xyz": [[-1.093, 0.319, -1.624], [0.081, 0.156, -1.660], [1.187, -0.031, -0.092], [0.594, 0.488, 1.116], [-0.140, -0.800, 1.023], [-1.203, -0.965, 0.435], [-1.869, 0.436, -0.985], [0.903, -0.119, -2.296], [0.022, 1.407, 0.940], [1.279, 0.643, 1.979], [0.396, -1.650, 1.471]], "forces_ev_per_angstrom": [[0.82, 0.48, -1.27], [0.19, -0.33, 2.29], [0.06, 1.24, -1.68], [-0.23, -0.24, -0.58], [-1.22, -0.28, 0.90], [-0.13, -0.26, 1.15], [0.66, -0.17, 0.29], [0.01, 0.16, -0.17], [-0.13, -0.22, 0.06], [-0.11, -0.33, -0.83], [0.09, -0.04, -0.16]]}

***

{"formula": "C39H81AlBF6O17", "method": "the ωB97M-V functional and the def2-TZVPD basis", "largest_force_ev_per_a": 1.24, "total_energy_ha": -3680.014870, "total_charge": -1, "symbols": ["C", "O", "B", "O", "Al", "C", "C", "O", "F", "C", "F", "F", "C", "C", "C", "C", "C", "C", "F", "F", "F", "C", "H", "H", "H", "H", "H", "H", "H", "H", "H", "H", "H", "C", "O", "C", "C", "O", "C", "H", "H", "H", "H", "H", "H", "H", "H", "H", "H", "C", "O", "C", "C", "O", "C", "H", "H", "H", "H", "H", "H", "H", "H", "H", "H", "C", "O", "C", "C", "O", "C", "H", "H", "H", "H", "H", "H", "H", "H", "H", "H", "C", "O", "C", "C", "O", "C", "H", "H", "H", "H", "H", "H", "H", "H", "H", "H", "C", "O", "C", "C", "O", "C", "H", "H", "H", "H", "H", "H", "H", "H", "H", "H", "C", "O", "C", "C", "O", "C", "H", "H", "H", "H", "H", "H", "H", "H", "H", "H", "C", "O", "C", "C", "O", "C", "H", "H", "H", "H", "H", "H", "H", "H", "H", "H"], "xyz": [[-4.686, 0.620, -1.807], [-5.595, 0.367, -2.863], [-5.131, -0.643, -3.734], [-5.474, -1.949, -3.357], [-4.070, -0.213, -5.540], [-3.189, 1.643, -5.472], [-1.850, 1.781, -6.043], [-0.947, 2.417, -5.605], [-1.637, 1.104, -7.183], [-2.790, -1.727, -6.093], [-3.485, -2.941, -5.948], [-2.422, -1.702, -7.425], [-1.547, -1.883, -5.271], [-0.280, -1.620, -5.770], [0.854, -1.822, -5.000], [0.757, -2.300, -3.704], [-0.506, -2.550, -3.186], [-0.694, -3.103, -1.803], [0.384, -2.898, -1.029], [-0.955, -4.418, -1.824], [-1.732, -2.541, -1.158], [-1.646, -2.346, -3.956], [-3.760, 0.052, -1.891], [-4.441, 1.680, -1.834], [-5.110, 0.409, -0.825], [-6.428, -1.967, -3.203], [-5.211, -0.146, -6.695], [-3.846, 2.297, -6.047], [-3.182, 2.029, -4.460], [-0.155, -1.273, -6.784], [1.835, -1.629, -5.402], [1.646, -2.486, -3.123], [-2.626, -2.572, -3.557], [-2.897, -4.939, -8.015], [-1.999, -5.748, -8.778], [-1.731, -7.000, -8.181], [-2.503, -8.116, -8.851], [-3.901, -7.996, -8.635], [-4.592, -7.458, -9.745], [-3.181, -4.088, -8.628], [-3.795, -5.497, -7.739], [-2.406, -4.571, -7.118], [-1.948, -6.976, -7.109], [-0.659, -7.197, -8.306], [-2.193, -9.073, -8.417], [-2.278, -8.140, -9.922], [-4.639, -8.189, -10.561], [-4.122, -6.540, -10.105], [-5.607, -7.229, -9.422], [-6.397, 4.808, 2.775], [-5.652, 5.773, 2.058], [-4.344, 5.326, 1.722], [-4.247, 4.894, 0.278], [-5.011, 3.727, 0.028], [-6.229, 4.005, -0.641], [-7.428, 5.158, 2.827], [-6.379, 3.835, 2.278], [-6.011, 4.702, 3.795], [-4.030, 4.512, 2.382], [-3.665, 6.170, 1.883], [-3.205, 4.648, 0.061], [-4.548, 5.705, -0.392], [-6.031, 4.282, -1.681], [-6.784, 4.807, -0.147], [-6.833, 3.099, -0.633], [-2.910, 1.902, 7.341], [-1.642, 2.520, 7.221], [-1.095, 2.421, 5.912], [-1.245, 3.715, 5.146], [-2.607, 4.004, 4.869], [-3.153, 4.989, 5.726], [-3.325, 2.186, 8.307], [-3.593, 2.227, 6.552], [-2.811, 0.812, 7.309], [-1.555, 1.596, 5.361], [-0.029, 2.200, 6.022], [-0.732, 3.614, 4.184], [-0.778, 4.540, 5.693], [-2.747, 5.977, 5.483], [-2.955, 4.764, 6.777], [-4.230, 5.007, 5.565], [0.929, 2.448, 12.715], [-0.480, 2.560, 12.800], [-0.920, 3.877, 13.090], [-1.432, 4.582, 11.853], [-0.393, 4.829, 10.922], [-0.387, 3.916, 9.834], [1.157, 1.461, 12.314], [1.353, 3.205, 12.051], [1.383, 2.537, 13.708], [-0.120, 4.461, 13.554], [-1.740, 3.792, 13.811], [-1.841, 5.554, 12.147], [-2.237, 4.002, 11.391], [-1.224, 4.113, 9.160], [-0.433, 2.880, 10.176], [0.542, 4.063, 9.284], [6.210, -2.685, -3.130], [4.926, -2.680, -2.535], [4.874, -3.395, -1.311], [4.875, -2.461, -0.122], [6.112, -1.769, -0.004], [6.044, -0.432, -0.469], [6.195, -1.970, -3.951], [6.987, -2.391, -2.419], [6.443, -3.676, -3.534], [5.703, -4.107, -1.242], [3.938, -3.964, -1.306], [4.746, -3.052, 0.790], [4.042, -1.756, -0.189], [5.471, 0.188, 0.227], [5.593, -0.373, -1.462], [7.063, -0.049, -0.521], [11.088, -0.453, 0.106], [11.089, -1.633, -0.675], [11.687, -2.740, -0.020], [10.650, -3.693, 0.531], [9.908, -3.106, 1.585], [8.619, -2.663, 1.181], [10.456, 0.276, -0.399], [10.689, -0.634, 1.107], [12.101, -0.043, 0.186], [12.355, -2.404, 0.780], [12.291, -3.268, -0.765], [11.161, -4.569, 0.943], [9.985, -4.033, -0.269], [7.957, -3.515, 1.002], [8.668, -2.049, 0.282], [8.204, -2.066, 1.991], [0.432, 1.077, -2.638], [-0.818, 1.014, -1.964], [-0.710, 0.237, -0.779], [-0.672, 1.091, 0.469], [0.522, 1.869, 0.541], [0.334, 3.219, 0.173], [0.364, 1.803, -3.445], [1.238, 1.369, -1.958], [0.638, 0.082, -3.053], [0.171, -0.408, -0.826], [-1.591, -0.395, -0.738], [-0.678, 0.435, 1.346], [-1.560, 1.730, 0.518], [-0.222, 3.755, 0.951], [-0.194, 3.307, -0.781], [1.319, 3.675, 0.073]], "forces_ev_per_angstrom": [[0.05, 0.57, 0.05], [-0.32, -0.26, -0.15], [0.45, -0.33, 0.51], [-0.30, 0.21, -0.75], [-0.32, 0.33, -0.45], [-0.25, -0.54, -0.23], [-0.37, 0.55, 1.05], [0.99, 0.25, 0.17], [-0.13, -0.37, -0.78], [0.02, 0.15, 0.44], [-0.23, -0.01, 0.04], [0.07, 0.01, -0.25], [0.31, -0.32, 0.32], [0.27, 0.15, -0.23], [-0.01, -0.16, 0.19], [-0.13, -0.14, -0.03], [-0.40, 0.02, -0.05], [-0.19, 0.41, -0.52], [0.33, -0.27, 0.24], [0.21, -0.41, 0.14], [-0.22, -0.09, 0.05], [0.02, 0.07, -0.14], [0.15, -0.09, -0.11], [0.20, 0.10, 0.12], [-0.25, -0.18, 0.01], [0.06, -0.11, 0.62], [0.03, -0.05, -0.05], [-0.22, -0.18, -0.23], [0.22, 0.16, 0.16], [-0.16, 0.08, -0.10], [0.10, 0.08, -0.17], [0.09, 0.04, 0.13], [-0.08, 0.00, 0.08], [0.11, -0.12, -0.14], [-0.21, -0.05, 0.00], [0.18, 0.17, -0.23], [-0.09, -0.16, 0.27], [0.01, 0.02, -0.12], [-0.02, 0.00, 0.04], [0.08, 0.03, -0.01], [0.01, 0.00, 0.03], [0.00, -0.01, 0.07], [-0.04, -0.02, 0.01], [-0.01, -0.06, 0.05], [0.04, 0.01, -0.02], [0.00, 0.04, -0.02], [0.02, 0.05, -0.04], [0.01, 0.00, -0.01], [0.00, -0.03, 0.03], [-0.02, 0.05, -0.03], [-0.02, -0.13, 0.02], [-0.01, 0.28, 0.01], [0.15, -0.31, 0.00], [-0.19, 0.15, 0.09], [0.04, -0.10, -0.08], [0.02, 0.05, 0.00], [0.02, -0.01, 0.02], [0.00, -0.08, 0.00], [-0.01, -0.01, 0.01], [0.02, -0.03, 0.00], [0.09, 0.04, -0.03], [-0.03, 0.03, 0.04], [-0.08, 0.04, -0.01], [0.01, 0.02, 0.00], [0.08, -0.05, -0.01], [0.03, 0.01, 0.07], [-0.13, -0.04, -0.12], [0.23, 0.08, 0.23], [-0.11, -0.10, -0.33], [-0.01, 0.05, 0.17], [-0.03, 0.00, -0.08], [0.05, 0.00, 0.02], [0.00, -0.02, -0.01], [-0.05, 0.00, -0.04], [-0.04, 0.02, -0.03], [-0.01, -0.02, -0.04], [0.04, 0.00, 0.02], [-0.01, -0.01, 0.05], [0.00, 0.02, 0.06], [0.02, 0.01, 0.00], [0.01, -0.01, -0.05], [-0.03, -0.04, 0.00], [0.11, 0.07, -0.03], [-0.22, -0.23, 0.04], [0.16, 0.29, -0.02], [0.04, -0.16, 0.00], [-0.03, 0.11, 0.02], [-0.04, -0.02, 0.02], [0.01, 0.01, 0.02], [0.04, 0.04, -0.02], [0.03, 0.02, -0.03], [0.01, 0.04, 0.01], [-0.04, -0.03, 0.02], [0.01, -0.05, 0.01], [-0.01, -0.08, -0.02], [-0.03, -0.01, -0.01], [0.00, 0.05, 0.01], [-0.06, 0.01, -0.03], [0.16, 0.02, 0.03], [-0.33, 0.06, -0.13], [0.20, -0.15, 0.20], [-0.14, 0.13, -0.13], [0.05, 0.00, 0.06], [-0.05, -0.01, -0.01], [0.01, -0.02, 0.00], [0.06, 0.00, 0.02], [0.04, 0.03, 0.03], [0.02, -0.02, 0.02], [-0.04, 0.01, -0.01], [-0.01, 0.00, -0.05], [-0.04, 0.03, -0.05], [-0.02, 0.00, 0.00], [0.01, -0.03, 0.03], [-0.02, -0.01, -0.05], [0.00, 0.04, 0.12], [-0.05, -0.04, -0.32], [0.07, -0.04, 0.32], [-0.06, 0.07, -0.09], [0.11, -0.03, 0.10], [0.01, -0.02, -0.04], [0.02, 0.00, 0.01], [-0.01, 0.01, 0.06], [-0.02, 0.01, 0.04], [0.02, -0.02, 0.04], [0.01, -0.01, -0.06], [0.00, 0.04, -0.03], [-0.02, 0.03, -0.08], [-0.02, -0.04, -0.04], [0.01, -0.03, 0.03], [-0.07, -0.19, -0.17], [0.35, 0.17, 0.32], [-0.42, 0.32, -0.18], [0.33, -0.04, 0.04], [-0.12, 0.00, 0.03], [0.01, -0.02, -0.04], [-0.18, -0.04, -0.04], [-0.01, -0.02, 0.01], [0.21, 0.32, -0.03], [0.04, -0.01, 0.07], [-0.12, -0.09, 0.13], [-0.04, -0.01, -0.02], [0.03, 0.04, -0.04], [-0.07, 0.06, -0.03], [-0.01, 0.00, 0.02], [0.01, -0.03, 0.03]]}

***

Repeat the first record exactly.
{"formula": "C5H10O", "method": "the ωB97M-V functional and the def2-TZVPD basis", "largest_force_ev_per_a": 0.33, "total_energy_ha": -271.705182, "de_lowest_kcal_mol": 29.8, "symbols": ["C", "C", "C", "C", "C", "O", "H", "H", "H", "H", "H", "H", "H", "H", "H", "H"], "xyz": [[-1.578, 1.053, 0.013], [-1.362, -0.415, 0.376], [0.097, -0.769, 0.674], [1.004, -0.607, -0.525], [2.114, 0.348, -0.563], [2.349, -1.035, -0.349], [-0.980, 1.345, -0.858], [-1.294, 1.710, 0.844], [-2.629, 1.250, -0.226], [-1.722, -1.052, -0.444], [-1.974, -0.671, 1.250], [0.160, -1.816, 0.998], [0.479, -0.160, 1.505], [0.568, -0.911, -1.482], [2.473, 0.741, -1.515], [2.292, 0.987, 0.303]], "forces_ev_per_angstrom": [[0.01, 0.07, -0.02], [-0.05, -0.05, -0.01], [0.03, -0.03, 0.04], [-0.25, -0.02, 0.00], [0.02, 0.33, -0.05], [0.13, -0.16, 0.03], [-0.08, -0.05, 0.12], [-0.03, -0.10, -0.11], [0.17, -0.02, 0.05], [0.06, 0.09, 0.11], [0.09, 0.04, -0.13], [-0.02, 0.14, -0.07], [-0.05, -0.08, -0.12], [0.08, 0.03, 0.15], [-0.08, -0.08, 0.14], [-0.06, -0.11, -0.13]]}